The following is a quantum chemistry calculation of 2 unconnected molecules or ions with the total composition C6H14N2O2 at a distorted geometry, from OMol25.

Geometry as XYZ:
```
24
C6H14N2O2 wB97M-V/def2-TZVPD
H -0.63332 1.10901 -1.19195
O 1.24151 0.99029 0.84229
H 3.51622 -0.79253 -0.72771
H -1.56063 -2.51662 -0.55363
H 3.37576 -0.33819 1.00160
O -3.28017 -1.31793 0.89773
H -3.01047 1.38069 0.59195
H -3.00419 0.87054 2.32522
C -0.86932 -2.36136 0.27452
H -0.03918 1.42637 -2.73829
N 1.45699 0.88239 -1.39742
C 1.86075 0.61601 -0.13546
C -2.46520 0.87799 1.39051
H 0.23381 2.60979 -1.35688
H 1.86146 0.39994 -2.18170
C -2.31773 -0.57279 0.96962
H 3.95685 0.80529 -0.14396
C 0.22205 1.57652 -1.69656
N -1.05200 -1.02505 0.81086
H -1.52744 1.41987 1.45652
H 0.12843 -2.43233 -0.13180
H -0.25824 -0.40340 0.77500
C 3.23711 -0.01195 -0.02431
H -1.07304 -3.19258 0.94384
```

SMILES   CNC(C)=O.CNC(C)=O
DFT total energy   -497.03761 Ha
Total charge   0
Spin multiplicity   1
Highest occupied orbital energy   -9.35 eV
E_LUMO   0.5304 eV

=====

The following is a quantum chemistry calculation of a single C8H11NO3 molecule at a distorted geometry, from OMol25.

Geometry as XYZ:
```
23
C8H11NO3 wB97M-V/def2-TZVPD
O 3.08931 -0.65684 0.74948
H 2.66620 -2.12784 -0.56668
H 2.81378 -0.49051 -1.22629
H 0.37156 -3.06915 -0.37813
H -3.51365 0.22066 1.10050
C 0.00287 -2.04748 -0.32450
O -1.70075 1.66270 0.13839
C -1.86657 -0.66283 -0.01908
H 1.51920 1.71144 1.12779
O 0.56883 2.72942 -0.43302
H -3.90506 -0.03128 -0.56718
C 2.39725 -1.09676 -0.40211
C 0.32753 0.33249 -0.07990
H -1.12238 2.39693 -0.09515
H 1.14884 3.50455 -0.26792
N -1.36754 -1.89654 -0.20396
C 1.26161 1.55532 0.04940
C -3.38078 -0.54140 0.25081
H -3.87431 -1.51667 0.48069
C 0.87669 -0.95105 -0.29651
H 2.57178 -1.00444 1.52209
C -1.06134 0.51900 0.02006
H 2.17693 1.46028 -0.57877
```

SMILES   Cc1ncc(CO)c(CO)c1O
DFT total energy   -591.89631 Ha
Total charge   0
Spin multiplicity   1
Highest occupied orbital energy   -8.51 eV
E_LUMO   0.3642 eV

=====

The following is a quantum chemistry calculation of 2 unconnected molecules or ions with the total composition C3H12OSSi2 at a distorted geometry, from OMol25.

Geometry as XYZ:
```
19
C3H12OSSi2 wB97M-V/def2-TZVPD
C 0.39643 0.70983 -1.46079
H 0.34861 1.79496 -1.48196
C -0.29129 -1.76038 0.46045
H -2.54366 1.53183 -1.27756
S -3.65212 -1.27943 -0.52961
H 1.12947 0.25073 -2.11418
H 0.44714 1.02883 2.04641
C 2.48004 0.18069 0.45051
H -0.73839 -2.18331 -0.39311
H -0.58013 0.46353 -1.67407
H 3.03864 0.30437 -0.52390
H 3.11866 -0.70989 0.92211
Si -2.92323 0.58087 -0.17874
O -0.09862 0.99316 1.26728
Si 0.64022 -0.04138 0.22202
H 2.67260 1.07132 0.94558
H 0.42430 -2.43669 0.94907
H -1.16022 -1.56222 1.23630
H -2.70846 1.06318 1.13420
```

SMILES   C[Si](C)(C)O.[SiH2]=S
DFT total energy   -1173.92219 Ha
Total charge   0
Spin multiplicity   1
Highest occupied orbital energy   -8.91 eV
E_LUMO   -0.6169 eV

=====

The following is a quantum chemistry calculation of 2 unconnected molecules or ions with the total composition C4H14N3O at a distorted geometry, from OMol25.

Geometry as XYZ:
```
22
C4H14N3O wB97M-V/def2-TZVPD
H 2.13004 -2.73994 2.29709
H -2.16207 0.04356 0.87291
C -0.73890 -1.00968 -0.41716
C 0.89196 2.06828 -1.29229
C -0.62640 0.20592 -1.32671
O 1.26265 -2.33374 2.22272
H 1.68047 2.81961 -3.00663
N 1.03220 2.14732 -2.63424
N -0.25825 0.06356 1.76844
H -1.46588 -1.72114 -0.79990
H 0.08118 0.80226 1.04562
H -1.59746 0.64348 -1.53523
C -1.31168 -0.61745 0.96881
N 0.19358 1.21222 -0.64557
H 0.19933 -1.53265 -0.24094
H 1.51600 2.72508 -0.69886
H 0.66590 -2.79985 2.82395
H -0.57868 0.44969 2.65067
H 0.33487 1.75709 -3.24482
H 0.52849 -0.57268 1.94454
H -0.11050 -0.11369 -2.23405
H -1.66684 -1.49725 1.48165
```

DFT total energy   -400.10586 Ha
Total charge   +1
Spin multiplicity   1
Highest occupied orbital energy   -12.93 eV
E_LUMO   -2.6099 eV

=====

The following is a quantum chemistry calculation of 4 unconnected molecules or ions with the total composition C3H12O4 at a distorted geometry, from OMol25.

Geometry as XYZ:
```
19
C3H12O4 wB97M-V/def2-TZVPD
C -1.93843 -3.00969 0.97870
O 1.76444 2.61276 -0.06332
H 1.01534 3.10484 -0.42428
O 3.63066 1.53034 -1.55870
H 1.35432 2.02804 0.59053
C -0.45293 -0.91587 0.96277
H -0.28471 2.91608 -2.94214
H 2.69568 1.83334 -1.39164
H -2.56053 -0.98520 0.93554
H 0.57855 1.77874 -2.47723
H -1.59849 -3.63846 1.83513
H -1.71706 -1.32009 2.53673
O -0.20038 2.29221 -2.20999
H -1.48268 -3.34370 0.06269
O -0.21282 0.21643 1.32613
H -3.00795 -3.20425 1.03177
H 3.84966 0.94440 -0.82765
H 0.29065 -1.27167 0.21216
C -1.72333 -1.56825 1.42283
```

SMILES   CCC=O.O.O.O
DFT total energy   -422.42458 Ha
Total charge   0
Spin multiplicity   1
Highest occupied orbital energy   -10.13 eV
E_LUMO   0.6055 eV